# 1
DFT (ωB97M-V with the def2-TZVPD basis set) results for a molecular structure, C39H45F5MgN11O3STe in a non-equilibrium geometry.

Values from the calculation:
HOMO-LUMO gap: 6.2 eV
relative energy (zero: lowest compared OMol25 entry of this formula, charge and spin): 70.45 kcal per mole
maximum force: 0.13738 hartree/bohr
net charge: +1
spin multiplicity: 1
E: -100866.0878 eV

Last column: Mulliken charge in e.
Atoms and positions in Å:
Mg 0.009 0.144 -0.626  4.063
O 6.493 2.746 2.073  -0.503
C 5.710 3.822 2.012  0.278
O 6.073 4.908 2.365  -0.551
C 4.326 3.584 1.476  0.437
C 3.608 2.456 1.846  -0.301
C 2.343 2.223 1.310  -0.605
C 1.776 3.156 0.416  0.486
C 2.500 4.298 0.079  -0.733
C 3.752 4.518 0.625  -1.384
N 0.569 2.788 -0.172  0.812
C -0.161 3.604 -0.808  -1.140
C -1.260 3.136 -1.649  0.745
C -1.984 4.090 -2.366  -1.049
C -2.927 3.672 -3.287  -0.891
C -3.120 2.310 -3.445  -1.400
C -2.384 1.434 -2.658  -0.475
N -1.470 1.818 -1.777  0.899
H 6.128 1.973 1.611  0.403
H 4.016 1.774 2.577  0.657
H 1.710 1.427 1.684  0.493
H 2.122 4.983 -0.667  0.412
H 4.321 5.397 0.355  0.459
H 0.016 4.683 -0.810  0.449
H -1.777 5.142 -2.216  0.573
H -3.482 4.391 -3.873  0.448
H -3.826 1.930 -4.170  0.548
H -2.538 0.368 -2.747  0.434
C -1.341 2.845 2.399  -1.513
N -2.536 2.198 1.896  0.464
C -3.727 2.518 2.666  -1.389
C -2.494 1.130 1.042  -0.842
N -1.502 0.259 0.936  0.463
C -0.784 -0.106 2.094  0.237
C -1.301 0.077 3.385  -0.464
C -0.552 -0.174 4.518  -1.030
C 0.750 -0.624 4.372  -1.060
C 1.206 -0.986 3.118  -0.385
C 0.432 -0.816 1.964  -0.799
N 0.760 -1.321 0.681  1.042
C 1.324 -2.515 0.561  -1.541
N 1.565 -3.118 -0.638  1.609
C 1.847 -2.514 -1.924  -1.223
C 1.744 -4.558 -0.718  -1.481
N 1.606 -3.353 1.630  0.584
C 2.997 -3.708 1.879  -0.994
C 0.651 -3.699 2.661  -1.120
N -3.589 1.014 0.245  0.698
C -4.060 -0.271 -0.224  -1.276
C -4.416 2.144 -0.129  -1.233
H -1.143 2.578 3.440  0.412
H -1.484 3.928 2.337  0.374
H -0.490 2.562 1.794  0.495
H -3.482 2.464 3.730  0.454
H -4.523 1.806 2.464  0.437
H -4.079 3.530 2.454  0.315
H -2.324 0.406 3.504  0.657
H -0.977 -0.015 5.499  0.428
H 1.392 -0.751 5.233  0.517
H 2.192 -1.411 3.042  0.383
H 1.720 -1.447 -1.904  -0.048
H 1.187 -2.948 -2.681  0.461
H 2.875 -2.734 -2.214  0.551
H 1.400 -5.044 0.188  0.325
H 2.788 -4.828 -0.900  0.396
H 1.155 -4.933 -1.559  0.367
H 3.588 -2.834 2.166  0.209
H 3.475 -4.139 1.001  0.285
H 3.025 -4.434 2.689  0.430
H -0.336 -3.328 2.397  0.246
H 0.915 -3.302 3.643  0.442
H 0.596 -4.790 2.741  0.377
H -5.032 -0.500 0.226  0.424
H -3.346 -1.036 0.051  0.267
H -4.188 -0.266 -1.308  0.299
H -5.371 2.155 0.404  0.326
H -4.632 2.079 -1.196  0.489
H -3.889 3.074 0.065  0.365
N -1.552 -2.731 -3.446  0.025
C -1.975 -3.405 -2.319  0.190
C -2.603 -4.631 -2.144  -1.111
C -2.847 -5.026 -0.844  -0.770
C -2.487 -4.218 0.242  -1.083
C -1.883 -2.991 0.064  -0.015
C -1.612 -2.579 -1.241  -0.366
N -0.992 -1.440 -1.723  0.931
C -0.951 -1.581 -3.037  -0.329
C -0.237 -0.704 -3.945  -0.728
C 0.002 -0.897 -5.280  -0.568
S 1.051 0.312 -5.871  -0.179
C 1.095 1.005 -4.291  -0.474
N 0.382 0.387 -3.417  0.459
H -1.638 -3.049 -4.396  0.250
H -2.883 -5.254 -2.983  0.497
H -3.324 -5.978 -0.659  0.445
H -2.693 -4.570 1.244  0.534
H -1.618 -2.362 0.900  0.525
H -0.361 -1.668 -5.939  0.399
H 1.696 1.877 -4.080  0.421
F 3.306 -0.196 1.412  -0.591
Te 3.341 0.468 -0.430  1.752
F 3.829 2.186 -1.163  -0.394
F 5.165 0.707 0.168  -0.448
F 3.914 -1.383 -0.417  -0.391
F 4.023 0.090 -2.198  -0.377
O 1.719 0.591 -1.086  -0.592



# 2
DFT (ωB97M-V with the def2-TZVPD basis set) results for a molecular structure, C39H45GeN2O3SrTe.

Values from the calculation:
HOMO-LUMO gap: 4.7 eV
relative energy (zero: lowest compared OMol25 entry of this formula, charge and spin): 46.60 kcal per mole
maximum force: 0.00730 hartree/bohr
net charge: -1
spin multiplicity: 1
E: -114942.7687 eV

Last column: Mulliken charge in e.
Atoms and positions in Å:
Sr 0.421 1.929 -0.102  1.241
C 0.574 -5.137 2.573  -1.779
C 0.471 -3.655 2.323  0.285
C 1.032 -2.724 3.178  -0.622
C 0.925 -1.355 2.960  0.742
C 1.555 -0.461 3.957  -0.510
O 1.706 -0.798 5.120  -0.668
C 2.102 0.872 3.523  0.397
C 2.762 1.022 2.308  -0.013
C 3.279 2.255 1.938  -0.751
C 3.122 3.353 2.780  -0.399
C 2.474 3.202 3.998  -0.654
C 1.981 1.960 4.374  -0.577
C 0.181 -0.826 1.855  0.326
O -0.039 0.425 1.746  -0.954
C -0.340 -1.806 0.929  0.829
C -0.213 -3.160 1.216  -0.825
C -0.999 -1.430 -0.343  0.099
N -0.644 -0.384 -0.991  0.969
C -1.239 -0.063 -2.298  -1.145
C -2.565 0.682 -2.236  -1.280
Te -2.649 2.436 -0.974  0.208
C -4.249 1.050 0.226  -0.789
C -5.473 0.542 -0.225  0.113
C -6.280 -0.277 0.560  -0.716
C -5.879 -0.619 1.847  -0.256
C -4.675 -0.122 2.334  -0.631
C -3.886 0.698 1.529  0.006
C -2.038 -2.378 -0.866  -0.989
C -1.726 -3.305 -1.855  0.617
C -2.691 -4.181 -2.329  -0.891
C -3.981 -4.130 -1.816  -0.638
C -4.294 -3.207 -0.829  -0.728
C -3.327 -2.336 -0.347  -0.035
H 1.192 -5.339 3.449  0.361
H 1.019 -5.663 1.725  0.331
H -0.408 -5.583 2.751  0.335
H 1.575 -3.047 4.061  0.384
H 2.854 0.173 1.641  0.683
H 3.792 2.357 0.989  0.468
H 3.505 4.321 2.484  0.426
H 2.349 4.054 4.653  0.375
H 1.478 1.826 5.323  0.436
H -0.664 -3.874 0.534  0.504
H -1.375 -0.974 -2.892  0.513
H -0.511 0.574 -2.806  0.518
H -3.363 0.030 -1.889  0.351
H -2.799 1.017 -3.248  0.719
H -5.815 0.783 -1.231  0.349
H -7.222 -0.653 0.171  0.383
H -6.498 -1.262 2.464  0.348
H -4.347 -0.385 3.335  0.358
H -2.933 1.050 1.925  0.190
H -0.718 -3.344 -2.254  0.308
H -2.438 -4.900 -3.098  0.427
H -4.739 -4.808 -2.188  0.377
H -5.298 -3.148 -0.428  0.441
H -3.580 -1.613 0.419  0.452
C 0.049 4.957 0.458  -1.451
Ge -0.188 4.898 -1.535  0.845
C 1.616 5.408 -2.200  -1.208
C -1.323 6.461 -1.982  -1.292
C -0.714 3.151 -2.065  -1.041
H 0.014 5.992 0.804  0.473
H 1.030 4.575 0.775  0.381
H -0.733 4.413 0.998  0.384
H 1.917 6.398 -1.844  0.353
H 1.628 5.417 -3.292  0.365
H 2.360 4.679 -1.867  0.221
H -0.869 7.399 -1.653  0.358
H -2.308 6.365 -1.522  0.324
H -1.461 6.500 -3.064  0.362
H -0.850 3.141 -3.156  -0.002
O 2.693 0.967 -0.779  -0.094
C 2.997 0.002 -1.491  0.216
C 4.390 -0.172 -2.044  -1.203
C 5.165 -1.285 -1.302  -0.652
C 4.296 -2.387 -0.689  -0.280
C 3.383 -3.125 -1.666  -0.519
C 2.465 -2.189 -2.471  -0.708
N 2.127 -0.976 -1.755  0.604
H 4.900 0.784 -1.949  0.339
H 4.315 -0.402 -3.109  0.411
H 5.736 -0.826 -0.493  0.349
H 5.894 -1.724 -1.988  0.311
H 3.681 -1.955 0.106  -0.212
H 4.946 -3.114 -0.199  0.491
H 2.774 -3.830 -1.096  0.381
H 3.980 -3.715 -2.368  0.359
H 1.528 -2.691 -2.708  0.115
H 2.924 -1.932 -3.428  0.359
H 1.183 -0.851 -1.384  -0.358



# 3
DFT (ωB97M-V with the def2-TZVPD basis set) results for a molecular structure, C39H45N5O4PPtSSe.

Values from the calculation:
HOMO-LUMO gap: 6.4 eV
relative energy (zero: lowest compared OMol25 entry of this formula, charge and spin): 1.45 kcal per mole
maximum force: 0.01149 hartree/bohr
net charge: -1
spin multiplicity: 1
E: -145535.3759 eV

Last column: Mulliken charge in e.
Atoms and positions in Å:
Pt -0.677 -0.152 0.365  3.295
N -3.162 0.466 1.877  0.148
P -2.871 -0.641 0.423  -0.167
C -3.848 -1.948 1.241  0.732
C -5.177 -1.735 1.599  -0.672
C -5.893 -2.721 2.263  -0.780
C -5.282 -3.926 2.581  -0.534
C -3.958 -4.140 2.225  -0.671
C -3.245 -3.161 1.548  -0.418
C -3.953 0.394 -0.620  0.548
C -5.021 -0.126 -1.342  -0.458
C -5.801 0.710 -2.129  -0.784
C -5.502 2.061 -2.222  -0.592
C -4.423 2.580 -1.520  -0.597
C -3.661 1.751 -0.713  0.081
C -2.212 1.216 2.435  0.520
C -2.474 2.097 3.512  -1.013
C -1.460 2.844 4.043  -0.465
C -0.172 2.731 3.516  -1.350
C 0.029 1.864 2.471  0.463
N -0.954 1.116 1.932  -0.024
H -4.097 0.655 2.206  0.230
H -5.672 -0.804 1.341  0.322
H -6.930 -2.547 2.526  0.401
H -5.839 -4.695 3.102  0.375
H -3.470 -5.076 2.467  0.470
H -2.209 -3.335 1.273  0.063
H -5.221 -1.188 -1.306  0.493
H -6.632 0.297 -2.688  0.381
H -6.100 2.708 -2.853  0.371
H -4.168 3.629 -1.606  0.419
H -2.811 2.153 -0.173  -0.039
H -3.484 2.155 3.895  0.448
H -1.660 3.515 4.869  0.389
H 0.661 3.298 3.903  0.510
H 0.990 1.744 2.001  0.149
C 2.714 -1.697 4.150  -1.827
C 3.087 -1.007 2.864  0.020
C 4.424 -0.830 2.507  -0.818
C 4.725 -0.233 1.291  0.151
C 6.162 -0.040 0.872  -2.017
C 3.711 0.204 0.448  -0.688
C 2.338 0.092 0.788  1.286
C 2.085 -0.567 2.021  0.468
N 1.279 0.596 0.082  -0.349
C 1.464 1.498 -1.067  1.876
C 2.337 2.723 -0.710  -1.176
C 2.490 3.665 -1.911  0.235
C 3.086 2.898 -3.097  -1.364
C 2.157 1.745 -3.492  0.442
C 0.778 2.298 -3.862  -1.478
C 0.206 3.049 -2.657  0.480
C 1.120 4.220 -2.301  -1.560
C 0.095 2.084 -1.471  -2.184
C 2.015 0.775 -2.316  -1.096
H 3.588 -2.147 4.624  0.402
H 1.982 -2.483 3.956  0.268
H 2.271 -0.994 4.860  0.387
H 5.217 -1.180 3.160  0.199
H 6.828 -0.695 1.435  0.430
H 6.486 0.990 1.043  0.363
H 6.296 -0.249 -0.191  0.359
H 4.012 0.639 -0.491  0.240
H 1.056 -0.758 2.299  0.354
H 3.324 2.433 -0.357  0.660
H 1.853 3.253 0.119  0.297
H 3.159 4.487 -1.635  0.257
H 4.074 2.507 -2.828  0.515
H 3.226 3.577 -3.946  0.543
H 2.579 1.210 -4.349  0.293
H 0.106 1.480 -4.135  0.437
H 0.857 2.973 -4.723  0.573
H -0.797 3.413 -2.898  0.318
H 0.698 4.788 -1.465  0.473
H 1.213 4.906 -3.151  0.572
H -0.590 1.281 -1.753  -0.210
H -0.336 2.600 -0.604  0.412
H 2.978 0.310 -2.107  0.344
H 1.323 -0.034 -2.561  0.048
C 3.469 -3.462 0.531  -0.776
N 2.404 -3.793 -0.388  0.345
C 2.560 -3.940 -1.760  -0.375
C 1.341 -4.169 -2.278  -0.643
N 0.461 -4.182 -1.218  0.056
C 1.094 -3.913 -0.051  0.228
S 0.393 -3.723 1.465  -0.463
H 4.018 -2.593 0.170  0.344
H 4.146 -4.310 0.654  0.381
H 3.023 -3.207 1.486  -0.047
H 3.521 -3.850 -2.233  0.453
H 1.006 -4.274 -3.292  0.414
H -0.540 -4.130 -1.316  0.270
O -0.289 -1.331 -1.269  -1.055
Se -1.656 -1.582 -2.224  0.714
O -1.406 -2.916 -3.089  -0.753
O -2.062 -0.258 -3.038  -0.678
O -2.806 -1.937 -1.035  -0.594